Below is a molecular structure, C6H8N2PdSe2Te2, with properties calculated with ωB97M-V with the def2-TZVPD basis set.

Values from the calculation:
* HOMO (alpha / beta): -0.250 / -0.250 Eh
* HOMO-LUMO gap (alpha / beta): 4.20 / 4.19 eV
* relative energy (zero: lowest compared OMol25 entry of this formula, charge and spin): 0.0 kJ/mol
* lowest unoccupied orbital energy (alpha / beta): -2.60 / -2.61 eV
* spin multiplicity: 1

```
21
Properties=species:S:1:pos:R:3:forces:R:3:nbo_charge:R:1
H -0.2268 -0.0402 3.4720 0.0 0.0 0.0 0.230
N 0.9712 -1.2518 -2.8827 0.1 0.1 -0.1 -1.013
H -2.6361 -0.5111 3.6058 0.0 0.0 0.0 0.222
Te 5.0374 1.9396 -1.5544 0.0 0.0 0.1 0.116
H 0.8193 0.4161 1.2557 -0.1 -0.2 0.0 0.246
C -0.2325 0.1832 1.3473 0.1 0.0 0.1 -0.012
C -1.0209 0.1389 0.1560 0.1 0.2 -0.3 -0.030
H 0.6948 -2.1473 -2.4987 0.0 0.0 0.1 0.394
H -4.0519 -0.5530 1.5873 0.0 0.0 0.0 0.229
C -2.9937 -0.3504 1.4979 0.0 0.1 -0.2 -0.268
H -2.9966 -0.1214 -0.6428 0.0 0.0 0.0 0.232
H 1.8151 -1.3723 -3.4357 0.0 -0.1 0.0 0.411
C -0.8194 -0.0619 2.5678 -0.2 0.0 0.1 -0.287
Se 1.6150 2.3845 -0.1734 0.0 -0.1 -0.3 -0.409
Te 3.8956 2.1903 0.8547 0.1 0.0 0.0 0.075
Pd 1.3464 0.3496 -1.4730 -0.2 0.3 0.2 0.569
N -0.5362 0.2883 -1.0695 0.1 -0.2 0.2 -0.372
H 0.2305 -0.9177 -3.4893 0.0 0.0 0.0 0.400
C -2.4209 -0.1158 0.2732 -0.2 -0.1 0.1 -0.076
C -2.1860 -0.3250 2.6382 0.2 0.0 0.1 -0.067
Se 3.6958 -0.1226 -2.0366 0.0 0.0 0.0 -0.588
```
Forces are in eV/Å.